(1)
27
Properties=species:S:1:pos:R:3:forces:R:3:lowdin_charge:R:1 method="wB97M-V/def2-TZVPD" molar_mass_da=187.6 homo_ev=-2.89 gap_ev=6.314 lumo_ha=0.12599 energy_ev=-37611.770 e_above_lowest_ev=0.3086 total_charge=-1
Cl 1.0207 -2.1610 1.5888 0.276 -0.096 -0.056 0.5352
P -1.4999 0.9954 0.1036 -0.547 0.663 0.687 0.1245
P -0.8795 -0.2778 -1.6770 0.012 -0.268 -0.655 0.7097
C 0.5413 -0.3984 1.5907 -0.363 0.264 0.624 -0.7762
C -0.9058 -2.0851 -1.2242 0.134 0.227 -0.538 -0.3944
C -0.9631 -0.2540 1.4702 0.383 0.187 0.280 -0.4649
C 1.1198 0.2182 2.8645 0.385 -0.451 -0.290 -0.1526
C 1.3104 1.3693 -2.3170 0.149 0.000 -0.178 -0.2155
C 0.9518 -0.0689 -2.0016 -0.303 -0.236 -0.073 -0.5263
H 2.0369 -0.3003 3.1229 0.259 0.003 0.098 0.0403
H 1.3839 1.2550 2.6931 -0.266 0.354 0.022 0.0718
H -0.1681 1.6488 0.1969 0.096 -0.053 0.106 -0.0630
H -1.1378 -2.6321 -2.1327 -0.089 -0.211 -0.204 -0.0061
H -1.7000 -2.2975 -0.5185 -0.093 0.005 0.266 0.0054
H -1.4499 -1.2181 1.4051 -0.117 -0.200 -0.372 0.0308
H 1.1412 -0.6511 -2.9006 0.110 -0.277 -0.165 0.0460
H 0.6414 1.7275 -3.0930 -0.193 0.236 -0.098 0.0489
H 1.2266 2.0202 -1.4575 -0.119 0.147 0.203 0.0345
H -2.8235 0.3293 -0.0009 0.082 -0.102 -0.160 -0.0705
H 1.0232 0.1013 0.7568 0.188 -0.410 -0.395 0.0409
H 1.5721 -0.5069 -1.2205 0.093 0.069 0.200 0.0444
H -2.0441 1.9041 1.1362 0.103 -0.013 0.056 -0.0840
H 0.0495 -2.4508 -0.8638 0.027 -0.014 0.269 -0.0312
H 2.3209 1.4570 -2.7116 0.253 -0.020 -0.005 0.0507
H -1.3096 0.1790 2.4028 -0.301 0.221 0.235 0.0423
H -1.8974 1.9830 -0.9109 0.051 -0.122 -0.057 -0.1041
H 0.4390 0.1140 3.6981 -0.208 0.094 0.199 0.0634

(2)
39
Properties=species:S:1:pos:R:3:forces:R:3:lowdin_spin:R:1 method="wB97M-V/def2-TZVPD" molar_mass_da=366.1 homo_ev="-8.70 / -8.68" multiplicity=5 gap_ev="8.823 / 8.791" lumo_ha="0.00455 / 0.00414" energy_ev=-68442.422 e_above_lowest_ev=1.3615
Fe -0.5695 0.1446 0.2295 1.314 -1.170 0.551 3.7498
O 0.8015 0.1021 3.8841 0.863 -0.334 2.440 0.0051
O 1.7434 -1.9962 -1.8266 0.119 -0.070 1.054 -0.0001
O 0.0219 -1.8296 0.7992 0.039 -0.628 0.782 0.0235
O -0.2463 0.7165 2.2761 -2.422 1.187 -3.936 0.0382
O 1.7857 3.2817 -1.4105 0.560 0.348 0.342 -0.0001
O -2.3828 -2.1788 -1.6440 -1.372 -1.487 1.718 0.0041
O -1.1664 -0.4786 -1.6326 2.057 3.091 0.893 0.0505
O -0.4390 1.8754 4.1106 -0.274 -0.187 -0.479 0.0044
O -2.4608 -0.4300 0.9519 0.639 -1.525 -0.980 0.0307
O -1.2781 -1.7403 -3.3264 2.377 -0.237 -4.608 0.0077
O 1.5169 0.4736 -0.2868 0.470 0.892 -0.526 0.0243
O -1.3661 1.9268 -0.1526 -1.110 1.799 0.357 0.0312
N -1.5726 -1.4883 -2.2284 -2.682 -1.036 2.235 0.0063
N 0.0074 0.9336 3.4669 1.768 -0.904 1.139 0.0054
C 0.4459 -2.9427 0.0739 1.019 -1.430 -2.328 0.0034
C 2.9361 2.5598 -0.9776 -1.166 -2.399 0.094 0.0003
C -2.7746 1.7485 -0.0557 -1.396 -2.562 -0.763 0.0007
C 2.4989 1.4771 0.0919 -0.426 0.745 0.752 0.0027
C 1.8018 -2.7762 -0.6082 0.803 0.212 -0.379 0.0001
C -3.2187 0.7100 1.0051 -0.900 2.478 1.465 0.0008
H 2.3029 -3.7140 -0.8480 -0.619 -0.539 -0.002 0.0001
H 3.3522 2.0137 -1.8242 0.155 -0.037 -0.211 0.0000
H -3.0975 1.0204 2.0429 -0.307 0.992 0.013 0.0001
H 1.3741 -2.5598 -2.5105 -0.218 0.168 -0.230 0.0000
H 0.4433 -3.8824 0.6261 0.139 0.285 0.661 0.0009
H -3.0282 1.1987 -0.9620 -0.224 0.212 -0.452 0.0000
H 3.7549 3.1776 -0.6088 -0.520 0.329 0.307 0.0001
H 1.9566 1.9635 0.9027 0.202 0.445 -0.033 0.0000
H -2.9002 -1.1154 1.4606 0.312 -0.249 -0.128 0.0028
H -4.2717 0.4861 0.8341 -0.126 0.166 -0.224 0.0003
H 3.3254 0.9709 0.5907 0.321 0.003 -0.378 0.0006
H -1.3388 2.8657 -0.3506 1.374 0.058 -0.016 0.0038
H 1.9086 -0.2318 -0.8070 0.042 -0.250 -0.486 0.0007
H 2.5733 -2.3289 0.0186 -0.355 0.552 0.281 0.0000
H -0.2277 -3.1743 -0.7512 -0.496 0.299 -0.029 0.0001
H -3.3497 2.6736 -0.0956 0.203 0.000 0.641 0.0004
H 1.3633 2.7638 -2.0997 -0.017 -0.067 -0.033 0.0000
H -0.2255 -2.2161 1.6424 -0.145 0.849 0.496 0.0010

(3)
32
Properties=species:S:1:pos:R:3:forces:R:3:lowdin_charge:R:1 method="wB97M-V/def2-TZVPD" molar_mass_da=323.1 homo_ev=-8.84 gap_ev=8.161 lumo_ha=-0.02495 energy_ev=-27276.393 e_above_lowest_ev=0.0000
I 1.1092 -0.2458 -1.6072 0.439 -0.591 0.340 0.0258
O 3.3702 -2.6431 -0.7039 0.397 -0.201 1.643 0.1382
O -1.3902 4.1313 1.2059 0.649 -1.040 -0.481 0.0132
O 2.9727 -2.1229 1.9871 -1.021 -0.759 -0.333 -0.0348
O -4.2029 -0.3705 -3.8248 -0.783 -0.318 -0.033 0.0307
N -1.1270 2.6096 -0.4751 0.149 0.483 0.979 0.1408
N -2.6915 -0.4709 -2.1688 0.255 0.841 0.184 0.1524
N 0.7142 -1.7948 2.0394 0.593 -0.073 -0.657 0.1782
C -3.2965 0.1419 -3.2084 -0.054 0.209 -1.264 -0.6108
C -2.7683 1.5106 -3.6208 1.280 -0.834 1.422 -0.0012
C 0.7977 3.1480 0.9485 -0.333 -0.177 -0.134 -0.0189
C 1.8649 -2.2836 2.5477 0.836 0.930 0.110 -0.5398
C 1.8231 -2.9392 3.9129 0.016 1.220 0.352 -0.0019
C -0.6653 3.3393 0.6029 -0.539 0.836 -0.155 -0.5736
H 3.7102 -2.3268 0.2077 -0.617 -0.019 -0.583 0.1473
H 1.1892 -2.3716 4.6055 -0.450 -0.278 -0.365 0.0851
H -3.4558 2.2516 -3.2260 -0.014 0.263 -0.334 0.0852
H -2.1311 2.5515 -0.5261 0.031 -0.059 -0.321 0.0981
H 1.2658 4.0990 1.1813 -0.081 0.106 -0.038 0.0801
H -1.7921 1.6158 -3.1214 -0.238 0.461 -0.069 0.0480
H 0.7324 -1.3419 1.1200 0.098 -0.014 0.366 0.0098
H 1.3170 2.6501 0.1324 0.174 -0.047 0.098 0.0333
H 2.8799 -3.4581 -0.4400 0.042 0.499 -0.491 0.1630
H -2.5464 1.5795 -4.6748 -0.577 0.014 -0.294 0.0799
H 0.8426 2.5280 1.8456 0.075 -0.052 -0.050 0.0818
H 2.7998 -2.7736 4.3623 0.226 -0.667 -0.250 0.0847
H -0.5422 1.9238 -0.9304 -0.114 -0.028 0.162 -0.0553
H 1.5080 -3.9751 3.8712 0.120 -0.112 0.043 0.0857
H -1.7995 -0.1201 -1.8643 0.027 -0.362 0.332 -0.0340
H -3.0933 -1.3121 -1.8112 0.113 -0.341 0.014 0.1023
H -0.0865 -1.6135 2.6126 -0.140 -0.295 0.182 0.1086
H 2.6914 -1.9165 -0.9802 -0.560 0.404 -0.376 -0.1018

(4)
39
Properties=species:S:1:pos:R:3:forces:R:3:lowdin_charge:R:1 method="wB97M-V/def2-TZVPD" molar_mass_da=506.9 homo_ev=-19.93 gap_ev=8.123 lumo_ha=-0.43392 energy_ev=-144386.147 total_charge=+4
K -1.8020 -2.4911 -3.2254 -0.075 -0.693 0.168 0.9397
K -3.5736 0.1060 -1.5816 -0.417 -0.370 0.379 0.9315
K -0.5647 1.4081 -3.3432 0.338 0.851 -0.328 0.9626
K 1.8878 -1.5587 -1.7110 0.587 -0.347 0.363 0.9648
K -2.8836 2.3059 1.1845 0.046 0.264 0.368 0.9571
K 1.4662 2.3071 0.8423 0.533 0.423 0.223 0.9546
K -0.3069 -1.7961 2.5100 0.290 -0.186 0.228 0.9562
P -0.5860 0.1695 -0.2612 0.958 -1.381 0.241 -0.1088
O 0.7701 -0.2088 0.4022 -0.975 1.247 -0.597 -0.5517
O -0.6956 1.6547 -0.6443 -0.139 -0.322 0.442 -0.5450
O -1.7266 -0.1826 0.7245 -0.045 0.403 -0.534 -0.5080
O -0.7421 3.9619 -1.7454 -0.135 0.203 -0.423 -0.1552
O -0.6634 -0.6716 -1.5825 -0.557 0.439 -0.555 -0.6456
O 2.4711 -1.8685 1.3080 -0.212 -0.227 -0.287 -0.1868
O -2.6780 -2.3224 -0.4238 0.125 -0.258 0.076 -0.2279
C -2.2398 -3.5428 0.1826 0.383 -1.025 -0.270 -0.3228
C -0.4128 6.2614 -1.2279 0.162 1.617 0.452 -0.0576
C 4.8341 -1.9073 1.9493 -0.697 0.200 -0.320 -0.0489
C -0.0881 4.8920 -0.8358 -0.140 -2.229 0.078 -0.3225
C 3.4705 -1.2479 2.1317 0.633 0.030 0.188 -0.2949
C -3.0409 -4.7212 -0.3070 -0.336 0.090 0.018 -0.0472
H 3.1720 -1.2937 3.1846 -0.063 -0.087 -0.064 0.1182
H -0.0035 6.5145 -2.2014 -0.260 -0.067 -0.188 0.1028
H -0.7424 3.0820 -1.3432 0.121 0.387 0.315 -0.0702
H -1.1881 -3.7388 -0.0968 -0.002 0.260 0.132 0.1213
H 1.9095 -1.1813 0.9027 0.232 -0.097 0.538 -0.0693
H -0.4536 4.6411 0.1791 0.021 0.319 -0.001 0.1055
H -2.1277 -1.6294 0.0074 -0.598 0.108 -0.077 -0.0294
H 5.1178 -1.8493 0.8963 0.161 0.079 0.066 0.0791
H -2.8923 -4.9004 -1.3747 -0.032 -0.040 -0.007 0.0748
H -2.2826 -3.5554 1.2835 -0.248 0.518 -0.185 0.1140
H 4.7997 -2.9610 2.2144 0.051 0.012 0.205 0.0913
H -2.7401 -5.6198 0.2291 0.015 -0.053 -0.072 0.1060
H 0.0218 6.9845 -0.5269 0.121 -0.196 -0.052 0.1071
H 5.5599 -1.3719 2.5556 0.169 -0.163 0.021 0.0947
H 0.9784 4.6311 -0.8591 0.156 0.525 -0.027 0.1039
H 3.5615 -0.1800 1.8764 -0.096 -0.080 -0.069 0.1068
H -1.4836 6.4412 -1.1538 -0.065 -0.094 -0.405 0.0982
H -4.1025 -4.5610 -0.1190 -0.012 -0.060 -0.042 0.1017

(5)
31
Properties=species:S:1:pos:R:3:forces:R:3:lowdin_charge:R:1 method="wB97M-V/def2-TZVPD" molar_mass_da=225.3 homo_ev=-13.16 gap_ev=10.033 lumo_ha=-0.11486 energy_ev=-35118.146 e_above_lowest_ev=0.5652 total_charge=+1
K -0.5984 -0.0712 -1.4654 -0.094 -0.113 0.212 0.9360
O 0.0299 -2.1770 0.9002 0.439 0.697 0.017 -0.0854
O 4.0459 0.5207 -0.5965 -0.021 -0.097 -0.004 -0.0545
O -3.3542 0.4459 -0.8340 0.036 0.195 0.055 -0.1211
O -5.6207 1.5689 1.0946 0.427 -0.213 0.242 -0.0539
O 0.4474 0.8175 0.8357 -0.315 -0.293 -0.179 -0.1609
O 1.8897 -1.1458 -2.0382 -0.008 -0.089 -0.036 -0.1658
C 0.6833 -0.0680 1.9455 1.398 0.977 0.458 -0.2188
C 3.3259 -1.1431 -2.2375 -0.282 0.249 -0.749 -0.1986
C -4.2414 1.9424 0.9689 -0.981 0.036 -0.920 -0.2205
C 1.1124 -1.4294 1.5233 -1.144 -0.904 -0.177 -0.2141
C -3.3594 0.7891 0.5495 0.490 -0.263 1.192 -0.2468
C 3.8608 0.2391 -1.9826 0.457 0.258 0.726 -0.2286
H 0.3664 -3.0720 0.7956 -0.199 -0.108 -0.065 0.0907
H 1.5527 -1.9309 -2.4808 0.066 -0.126 0.054 0.0830
H 3.2571 1.0325 -2.4319 -0.221 -0.269 -0.231 0.1264
H 4.8524 0.3193 -2.4291 0.016 -0.081 0.047 0.1303
H -0.0957 -0.0341 2.7067 -0.447 -0.230 -0.393 0.1338
H 3.5517 -1.3917 -3.2808 -0.161 -0.049 0.050 0.1282
H 3.1919 0.6448 -0.1718 -0.078 0.001 -0.105 0.0606
H -3.9340 2.3145 1.9407 0.030 0.011 0.080 0.1267
H 1.5819 0.3081 2.4603 -0.168 0.007 0.051 0.1361
H 1.9481 -1.3898 0.8246 0.189 0.118 0.144 0.1138
H -5.8981 1.1047 0.2992 -0.144 0.138 -0.011 0.0770
H 1.3729 -1.9401 2.4533 0.348 -0.051 -0.111 0.1358
H -2.3264 1.0084 0.8426 0.004 0.147 -0.349 0.1012
H -4.2118 2.7504 0.2278 0.462 0.077 0.143 0.1275
H 3.7961 -1.8973 -1.6082 0.062 0.146 0.207 0.1298
H 0.6582 1.7165 1.1039 -0.058 -0.004 0.090 0.1026
H -3.6269 -0.0734 1.1754 -0.140 -0.050 -0.246 0.1360
H -4.2579 0.2406 -1.0909 0.036 -0.116 -0.191 0.0933

(6)
26
Properties=species:S:1:pos:R:3:forces:R:3:lowdin_charge:R:1 method="wB97M-V/def2-TZVPD" molar_mass_da=118.2 homo_ev=-8.87 smiles="CCCN.C=N.CC" gap_ev=9.968 lumo_ha=0.04018 energy_ev=-9493.225 e_above_lowest_ev=0.5415
N 1.5519 1.0157 -1.7371 -0.185 -0.440 -0.728 0.0265
N -1.2668 0.2761 -0.8054 -0.156 0.162 -0.163 -0.0203
C -0.8399 -2.0410 -1.5111 -0.133 0.109 0.282 -0.2629
C 0.2304 1.9549 2.5060 0.043 -0.204 0.043 -0.1688
C 1.7137 1.8611 -0.8284 0.333 0.224 0.352 -0.1511
C 0.4307 0.5390 1.9881 0.062 0.129 0.061 -0.1938
C -1.8775 -1.0220 -1.0440 -0.213 -0.208 -0.281 -0.3030
C 0.2318 -2.3155 -0.4650 -0.102 0.026 -0.238 -0.1137
H 1.4908 0.2865 1.9580 0.068 -0.098 0.022 0.0610
H -2.6833 -0.9810 -1.7990 0.096 -0.045 0.182 0.1026
H -0.0678 -0.1745 2.6424 -0.006 -0.135 0.011 0.0653
H -0.8242 2.2160 2.4922 -0.132 0.124 0.026 0.0612
H 2.5382 1.8888 -0.1090 0.015 -0.115 -0.082 0.0736
H 0.9765 2.6480 -0.7363 -0.178 0.202 0.114 0.0620
H 0.7599 -1.3984 -0.2260 0.131 0.088 0.114 0.0378
H 0.0116 0.4378 0.9884 0.037 -0.111 0.063 0.0050
H -0.2168 -2.6994 0.4480 -0.004 -0.050 0.155 0.0732
H 2.2660 0.2914 -1.7952 0.147 0.147 0.264 0.0509
H -2.3236 -1.3552 -0.1007 -0.042 -0.100 -0.077 0.1081
H 0.5904 2.0513 3.5280 0.019 0.122 0.097 0.0596
H 0.9446 -3.0485 -0.8362 0.115 -0.073 0.043 0.0666
H -0.3670 -1.6657 -2.4220 -0.048 -0.035 -0.111 0.1011
H -1.3567 -2.9709 -1.7596 0.009 0.025 -0.094 0.1015
H -0.6959 0.5504 -1.5985 0.004 0.075 0.026 0.0387
H -1.9815 0.9817 -0.6679 0.069 -0.003 -0.032 0.0757
H 0.7646 2.6736 1.8904 0.051 0.182 -0.050 0.0432